Molecular formula: C60H162N8O25
Method: DFT, ωB97M-V/def2-TZVPD

The net charge is +1. The orbital gap (alpha / beta) is 7.6 / 2.6 eV. As for the spin multiplicity: 2. As for the expectation value of S²: 0.754.

Structure (XYZ):
```
255
Properties=species:S:1:pos:R:3:forces:R:3
C 8.707621 -2.770130 3.703314 -2.161 -1.444 1.513
O 8.259345 -3.898326 2.964801 0.612 -0.645 -1.981
C 8.469219 -5.206011 3.469629 0.477 -0.872 -0.635
C 8.172871 -6.357861 2.404564 -0.717 1.363 0.265
N 6.780524 -6.554455 2.100680 -1.841 0.188 1.409
C 6.423915 -7.433566 1.000041 -0.800 0.924 0.233
C 4.868474 -7.384324 0.754849 1.285 -0.656 -0.826
O 4.511721 -6.051431 0.435744 -1.282 0.315 0.630
C 3.185934 -5.846160 -0.088015 0.279 0.164 -0.788
H 9.541237 -2.981849 4.372911 0.557 0.187 -0.521
H 7.837559 -2.721858 4.358120 0.125 1.166 0.846
H 8.719446 -1.838249 3.138013 0.531 -0.501 -0.384
H 7.941861 -5.371375 4.409121 -0.647 -0.063 0.020
H 9.512714 -5.357431 3.745846 0.409 0.203 -0.130
H 8.527197 -7.301934 2.818414 0.559 0.126 -0.125
H 8.598476 -6.085249 1.438827 1.275 -0.030 0.135
H 6.310958 -5.672946 1.950506 0.054 0.170 -0.026
H 6.749606 -8.449986 1.221205 -0.091 -0.085 -0.146
H 6.939604 -7.037334 0.125310 -0.025 -0.455 -0.705
H 4.335088 -7.886222 1.562119 -0.181 0.725 0.676
H 4.604809 -8.015290 -0.093954 0.340 -0.158 -0.433
H 2.923038 -4.788428 -0.074772 0.433 0.111 0.407
H 2.324933 -6.361917 0.337168 0.415 -0.449 0.822
H 3.127031 -6.090596 -1.148614 0.382 -0.323 -0.244
C 2.896720 -3.423033 8.477244 1.357 1.687 -0.574
O 3.801592 -4.068807 7.582263 -1.218 -1.136 0.357
C 3.695718 -5.509109 7.774780 0.622 1.063 -0.854
C 4.488570 -6.256200 6.653758 -0.232 0.506 1.004
N 3.868065 -6.309897 5.331016 0.199 -0.116 0.975
C 3.546754 -5.065005 4.639371 -0.835 -0.853 -0.909
C 2.619853 -5.477222 3.428388 0.063 1.989 0.717
O 1.232766 -5.352549 3.832478 0.475 -1.014 0.552
C 0.307123 -6.014531 3.000292 -0.096 0.461 -1.209
H 3.314381 -3.374211 9.482873 -0.150 -0.445 0.292
H 1.838946 -3.685452 8.495950 0.129 -0.708 -0.305
H 2.956627 -2.396671 8.115183 -0.376 0.322 0.171
H 2.635797 -5.762834 7.757667 -0.153 -0.270 -0.289
H 4.022701 -5.662675 8.803180 0.443 -0.648 -0.002
H 4.686136 -7.242755 7.073021 -0.461 -0.453 -0.437
H 5.513625 -5.893302 6.578457 -0.045 0.633 -0.096
H 3.011566 -6.836669 5.425903 -0.162 -0.127 -0.103
H 4.441352 -4.546010 4.295207 0.337 -0.422 -0.341
H 3.053165 -4.297032 5.234927 -0.510 -0.151 0.206
H 2.896115 -6.441725 3.002365 -0.176 -0.208 0.295
H 2.766476 -4.715020 2.663107 0.151 -0.081 -0.393
H 0.307099 -5.556545 2.011181 0.056 0.339 -0.362
H -0.722159 -5.893517 3.337997 0.274 0.037 0.552
H 0.482108 -7.064185 2.764269 0.392 -0.317 0.674
C -4.751462 0.265619 -4.954448 -0.490 -1.000 0.393
O -4.886555 1.299904 -5.852953 0.139 -0.753 -1.448
C -4.322732 2.535433 -5.512536 -1.104 0.316 -1.423
C -4.367220 3.343222 -6.881177 0.013 0.019 1.775
N -5.720552 3.433859 -7.424729 1.097 0.230 -0.544
C -5.642830 3.912366 -8.850258 -1.592 0.186 1.248
C -7.101885 4.101990 -9.344019 -0.361 -0.304 0.941
O -7.791673 2.873832 -9.352286 -0.247 -0.627 -0.319
C -7.743443 2.205790 -10.586408 0.801 -0.541 0.677
H -5.266870 0.391066 -4.002231 0.177 0.670 0.447
H -3.709557 -0.006211 -4.785208 0.196 -0.049 0.142
H -5.300696 -0.585384 -5.357221 0.327 -0.178 -0.362
H -3.296387 2.453390 -5.154797 0.163 -0.019 0.133
H -5.032883 2.813401 -4.733753 0.456 1.476 0.286
H -3.701371 2.817775 -7.565754 0.320 -0.265 -0.101
H -3.944250 4.336694 -6.732201 -0.026 0.165 0.076
H -5.986821 2.459771 -7.406074 -0.792 -0.125 -0.360
H -5.060079 3.217955 -9.455474 -0.027 -0.029 -0.344
H -5.159604 4.889384 -8.848265 0.168 -0.004 -0.003
H -7.244107 4.660215 -10.269364 0.439 -0.155 -0.390
H -7.748901 4.594196 -8.617932 0.895 0.832 0.394
H -8.012539 1.167771 -10.390919 -0.649 0.122 -0.245
H -6.697518 2.112855 -10.878824 0.157 0.308 -0.643
H -8.359342 2.720161 -11.324103 0.022 -0.258 -0.237
C 6.908390 -2.877084 6.947877 0.912 -0.721 1.767
O 6.614858 -1.598060 6.483935 -1.003 1.919 -0.504
C 6.572746 -0.452312 7.411258 -0.265 -2.131 -1.672
C 6.399432 0.796375 6.580722 -0.053 2.784 0.507
N 5.053702 1.143710 5.949121 3.473 -3.813 -0.557
C 4.633537 -0.015000 5.171250 -2.854 0.978 -0.157
C 3.270676 0.238667 4.541604 -0.506 -0.159 -1.554
O 3.198756 1.419816 3.758178 1.139 0.383 0.883
C 2.051958 1.568324 2.927082 -0.238 -0.443 0.017
H 7.982322 -3.044094 7.030842 0.376 0.190 -0.293
H 6.521037 -3.694370 6.339529 -0.407 0.570 -0.277
H 6.570353 -3.023714 7.973714 -0.513 -0.076 0.037
H 7.526807 -0.507241 7.935505 -0.101 0.800 0.252
H 5.721819 -0.490440 8.091379 0.042 -0.461 0.313
H 7.162682 0.975958 5.823559 -0.161 -0.814 -0.986
H 6.710108 1.682408 7.134368 -0.468 0.017 0.900
H 4.942180 2.017343 5.454731 -0.290 0.801 0.140
H 4.492843 -0.915405 5.769223 0.565 0.091 0.363
H 5.373965 -0.255035 4.408206 0.528 0.284 -0.085
H 2.513401 0.197468 5.324506 -0.253 0.262 0.121
H 3.082908 -0.592946 3.862439 -0.029 -0.444 0.081
H 1.191159 1.185785 3.475531 -0.335 0.306 -0.120
H 2.126803 1.026013 1.984530 0.343 -0.455 0.044
H 1.935194 2.608001 2.621258 0.066 0.067 0.541
C -2.105945 4.201691 -2.433475 0.275 1.736 -0.083
O -1.681185 2.957467 -2.808592 -0.136 -1.073 -0.403
C -2.423818 1.925218 -2.175749 0.073 -0.675 -0.059
C -1.415431 0.726805 -2.099950 -2.961 0.171 -0.511
N -0.220898 1.287204 -1.580038 0.691 -0.245 1.213
C 0.750560 0.287326 -1.147177 0.562 -1.214 0.152
C 0.311253 -0.667257 0.031219 -1.033 1.206 -0.286
O 1.308614 -1.614116 0.386384 -0.233 0.285 -1.067
C 0.947829 -2.503334 1.393931 0.317 -0.954 1.494
H -3.190800 4.304783 -2.457135 -0.165 0.018 0.156
H -1.677292 4.900740 -3.151586 -0.126 0.221 -0.103
H -1.686163 4.481740 -1.467315 -0.325 -0.034 0.296
H -3.358546 1.816864 -2.725870 0.086 -0.815 -0.524
H -2.813715 2.286262 -1.224049 0.712 -0.177 0.580
H -1.266345 0.373139 -3.120143 0.010 -0.168 -0.400
H -1.819422 -0.146764 -1.588320 -0.028 0.450 0.457
H 0.077317 1.718332 -2.443334 1.303 0.625 0.521
H 1.659475 0.779768 -0.801517 0.050 0.233 0.009
H 1.046748 -0.294633 -2.019921 0.136 -0.606 0.008
H -0.646270 -1.167271 -0.114549 0.038 -0.376 -0.694
H 0.039263 -0.026436 0.869944 0.422 0.282 0.506
H 1.555459 -3.408243 1.390711 0.353 0.051 -0.717
H -0.064299 -2.905012 1.442521 -0.408 0.626 -0.485
H 1.193114 -2.108137 2.379713 -0.272 0.526 0.314
C 0.932407 4.555448 0.129067 -0.256 -0.691 -0.710
O 2.280244 4.925817 0.265511 0.687 0.190 0.193
C 3.071285 5.042036 -0.945312 0.145 0.040 0.683
C 3.638439 3.715386 -1.443444 -0.638 -0.377 -0.105
N 4.878863 3.267419 -0.774566 -0.564 1.570 -0.248
C 4.809436 3.264120 0.685214 1.066 -1.154 -0.294
C 6.210970 3.008242 1.333506 -0.334 -0.718 0.368
O 6.627438 1.611255 1.360515 -0.450 -0.089 0.726
C 7.654403 1.264724 2.327929 -0.818 1.130 -1.474
H 0.794643 3.619854 -0.412954 0.302 -0.389 -0.247
H 0.313457 5.251353 -0.437261 0.108 0.614 0.055
H 0.463402 4.361501 1.093700 0.346 0.428 0.254
H 3.966065 5.630835 -0.743347 -0.171 0.364 0.620
H 2.491869 5.650479 -1.639709 -0.065 -0.517 -0.529
H 3.782877 3.785559 -2.521555 0.391 0.074 -0.009
H 2.826313 2.994782 -1.347129 -0.232 -0.482 0.171
H 5.194479 2.399773 -1.184051 -0.045 -0.138 0.340
H 4.075972 2.528535 1.015415 0.087 -0.506 0.427
H 4.402092 4.192540 1.085477 0.386 0.270 -0.352
H 6.130620 3.356054 2.363393 0.058 0.063 0.323
H 7.001660 3.581396 0.849342 -0.135 0.214 -0.234
H 7.443780 1.610152 3.340067 -0.375 0.279 0.245
H 8.555319 1.776938 1.990160 0.447 -0.351 0.267
H 7.759066 0.180465 2.366765 0.022 0.121 -0.378
C -2.294333 -2.297990 -6.455072 0.300 0.123 1.563
O -1.027260 -2.881747 -6.168650 0.087 0.239 -0.776
C -0.068159 -1.969852 -5.684692 0.714 -0.836 1.277
C 0.766402 -2.681548 -4.592145 -0.175 0.934 -0.176
N -0.051944 -3.050354 -3.422789 0.078 -0.084 -0.251
C 0.677006 -3.771812 -2.399255 -0.276 0.603 0.197
C -0.212633 -4.248323 -1.247214 2.077 0.133 0.289
O -1.097901 -5.230837 -1.651075 -1.433 -0.322 1.248
C -1.856849 -5.804697 -0.530122 -0.324 -0.253 -1.891
H -2.623663 -1.982299 -5.465131 -0.727 0.236 -0.020
H -2.980285 -3.064683 -6.815261 0.258 0.136 -0.261
H -2.261756 -1.390719 -7.058319 0.164 -0.217 -0.514
H -0.438256 -1.087376 -5.162813 -0.945 0.003 -0.079
H 0.581250 -1.561006 -6.458781 0.107 -0.294 -0.366
H 1.477765 -1.917157 -4.279493 0.046 0.284 0.432
H 1.453444 -3.420369 -5.004721 -0.443 -0.851 -0.096
H -0.791762 -3.706083 -3.629659 -0.347 0.230 -0.951
H 1.442596 -3.115169 -1.985975 0.128 0.030 0.197
H 1.181945 -4.637446 -2.827997 0.184 -0.379 0.053
H -0.631609 -3.467569 -0.612398 -0.647 0.431 -0.580
H 0.541806 -4.662002 -0.578043 0.211 -0.576 0.499
H -2.190677 -5.138806 0.265655 0.678 0.497 -0.026
H -1.363898 -6.699960 -0.151168 0.287 0.195 0.204
H -2.783712 -6.130683 -1.002101 -0.007 -0.202 0.017
C -6.192428 1.336935 -0.665614 -0.393 0.946 -0.371
O -7.183435 2.175011 -0.088610 -0.002 -0.487 1.019
C -8.417733 1.480296 0.074224 0.049 0.564 -2.804
C -9.537335 2.522500 0.181262 1.294 -1.881 0.427
N -9.311637 3.145005 1.434359 -0.976 3.123 1.157
C -10.032668 4.455596 1.551127 -0.413 -0.629 1.314
C -9.375472 5.353526 2.611172 1.014 0.898 -1.293
O -8.219812 6.015734 1.983291 -0.435 -0.475 0.024
C -7.502304 6.804464 2.912083 0.026 -0.572 -0.125
H -5.252148 1.869433 -0.522701 0.158 -0.419 0.089
H -6.399597 1.295606 -1.734943 0.131 -0.283 -0.292
H -6.195071 0.318499 -0.277189 0.187 0.058 0.268
H -8.356072 0.630994 0.754655 -0.188 0.480 0.755
H -8.604601 1.021945 -0.896906 -0.087 -0.482 -0.358
H -10.444674 1.921175 0.124228 -0.452 0.435 0.255
H -9.486273 3.225915 -0.649832 0.027 -0.123 -0.370
H -8.381536 3.538707 1.438794 0.796 -0.809 -0.228
H -11.069548 4.264676 1.827771 -0.100 -0.088 0.355
H -10.143977 5.026602 0.629361 0.565 0.030 -0.378
H -8.982907 4.855458 3.497704 -0.395 -0.443 0.044
H -10.037576 6.170956 2.896705 -0.323 -0.139 0.219
H -6.771961 7.435227 2.405292 -0.452 0.230 -0.325
H -6.877715 6.179289 3.550166 -0.150 -0.271 0.449
H -8.208868 7.373068 3.516694 0.205 0.340 0.134
O -2.118058 -3.291939 3.101663 0.058 -0.008 -0.270
H -2.686488 -3.957118 3.489816 -0.209 -0.202 0.093
H -1.600157 -2.960961 3.835462 0.189 0.096 0.211
O -1.511156 2.240631 1.068627 0.025 -0.647 0.610
H -0.805689 2.284063 0.423136 0.267 -0.293 -0.690
H -1.901331 3.114630 1.056886 -0.414 0.793 0.080
O -2.424945 6.934238 -0.757547 0.068 -0.169 0.146
H -2.632135 7.517394 -1.487786 -0.195 0.079 -0.270
H -1.933735 7.481795 -0.145079 0.222 0.267 0.189
C 0.467570 7.166677 -3.336661 -0.818 -0.037 -0.300
C -0.364011 7.525051 -4.571650 -0.079 -1.637 1.300
O 0.243265 8.481755 -5.304742 0.979 2.492 -1.576
H 0.819580 8.116542 -2.934214 0.349 -0.173 0.099
H 1.260476 6.465797 -3.597739 0.144 0.147 0.260
H -0.222719 6.731389 -2.614074 0.287 -0.326 0.261
H -1.305924 7.922007 -4.193043 -0.262 0.002 -0.418
H -0.508562 6.661507 -5.220872 -0.581 -0.439 0.330
H 0.956151 8.125564 -5.840018 -0.017 -0.089 0.061
C -4.369096 3.547841 2.220160 -0.617 0.834 -0.201
C -4.064193 4.840233 1.439495 -2.376 -0.780 2.194
O -2.773153 4.739425 1.013532 1.575 0.037 -1.249
H -5.390689 3.532922 2.599954 -0.038 0.355 0.201
H -3.673103 3.545905 3.059008 0.032 -0.646 -0.056
H -4.362118 2.665870 1.579709 0.619 -0.023 0.009
H -4.133493 5.674639 2.137388 -0.178 0.218 0.279
H -4.858144 5.027913 0.716634 0.365 -0.155 -0.752
H -2.628579 5.494437 0.438516 0.391 0.093 -0.476
C -0.662923 1.655148 -6.119726 0.661 -1.654 -0.838
C -0.313086 3.071332 -5.937323 -2.008 1.177 1.277
O 0.254166 3.212603 -4.658576 2.117 0.579 0.104
H -1.105954 1.175317 -5.247027 -0.230 0.473 0.180
H 0.301037 1.160627 -6.239463 -0.075 -0.555 -0.310
H -1.314597 1.447548 -6.968438 0.131 0.028 -0.192
H -1.241973 3.638846 -5.880753 -0.317 0.397 -0.530
H 0.282532 3.528305 -6.727587 0.359 -0.279 0.218
H -0.421444 3.198485 -3.976705 -0.481 -0.210 -0.081
C -3.950976 -3.166112 -3.192821 0.209 0.836 1.251
C -3.359539 -2.452331 -1.909529 -1.618 0.390 -1.328
O -4.321574 -1.385154 -1.601871 0.272 -1.170 -0.743
H -3.219688 -3.730485 -3.771439 0.135 0.106 0.154
H -4.341774 -2.333838 -3.778220 -0.003 -0.188 -0.292
H -4.783072 -3.826723 -2.949310 0.015 0.056 0.121
H -2.412886 -2.004909 -2.212436 0.236 -0.191 0.330
H -3.272131 -3.156775 -1.082352 0.216 0.112 0.123
H -4.085977 -0.867040 -0.828795 0.575 0.040 0.361
C 5.920677 -2.460805 1.237963 -0.738 0.202 -0.122
C 4.410761 -2.414571 0.998618 -0.943 0.408 0.142
O 3.932509 -1.106374 0.712063 1.275 0.804 0.177
H 6.327238 -1.554370 1.686500 -0.386 0.374 -0.126
H 6.368768 -2.569559 0.250301 0.485 -0.265 0.324
H 6.188034 -3.234105 1.958127 0.058 -0.376 -0.547
H 3.792945 -2.759592 1.827693 0.415 -0.414 0.629
H 4.105174 -3.054182 0.170586 0.443 -0.297 -0.180
H 2.973149 -1.120981 0.680386 -0.334 -0.267 -0.278
C -4.454185 -0.282172 2.753190 -1.882 1.018 0.767
C -3.423247 -0.701335 1.799587 0.681 -1.225 0.686
O -3.334428 0.078522 0.648636 -0.345 -0.304 -0.612
H -4.316974 0.760258 3.040617 0.231 -0.013 0.459
H -4.519092 -0.943284 3.617367 0.393 0.137 0.189
H -5.470937 -0.284330 2.360347 -0.053 -0.183 -0.483
H -3.613062 -1.752853 1.584233 0.216 0.036 -0.708
H -2.487239 -0.687895 2.357964 0.473 -0.049 -0.202
H -2.939204 0.914307 0.907207 0.524 0.570 -0.186
```
Positions in Å, forces in eV/Å.